{"formula": "C26H59N9O3P2SSiTeY", "method": "ωB97M-V/def2-TZVPD", "elements": ["Y", "N", "C", "C", "N", "C", "C", "N", "H", "H", "H", "H", "H", "H", "H", "H", "H", "H", "H", "H", "H", "C", "N", "C", "P", "O", "O", "P", "O", "N", "C", "C", "N", "C", "C", "N", "C", "C", "H", "H", "H", "H", "H", "H", "H", "H", "H", "H", "H", "H", "H", "H", "H", "H", "H", "H", "H", "H", "H", "H", "H", "H", "Te", "C", "C", "C", "C", "C", "C", "H", "H", "H", "H", "H", "C", "N", "C", "C", "N", "C", "S", "H", "H", "H", "H", "H", "H", "C", "Si", "C", "C", "C", "H", "H", "H", "H", "H", "H", "H", "H", "H", "H", "H"], "xyz": [[0.3961, 0.2673, -0.1620], [2.3796, -1.0585, 0.8430], [3.6962, -0.5563, 0.4202], [3.6793, -0.3320, -1.0889], [2.5117, 0.4486, -1.5438], [2.7832, 1.8857, -1.7288], [2.9279, 2.5989, -0.3884], [1.7642, 2.3178, 0.4742], [2.3736, -1.2184, 1.8440], [2.2234, -1.9671, 0.4098], [4.5068, -1.2543, 0.6468], [3.8926, 0.3660, 0.9654], [3.6269, -1.3089, -1.5713], [4.6143, 0.1416, -1.4024], [2.2673, 0.0787, -2.4614], [1.9399, 2.3078, -2.2779], [3.6949, 2.0517, -2.3120], [3.0575, 3.6676, -0.5779], [3.8293, 2.2476, 0.1122], [1.0002, 2.9453, 0.2030], [1.9937, 2.5831, 1.4257], [-1.4682, 4.7955, 0.9456], [-0.8199, 4.0476, -0.1269], [-0.4443, 4.8733, -1.2692], [-1.3826, 2.4703, -0.3938], [-1.2039, 1.7594, 0.9312], [-0.4880, 1.8831, -1.4691], [-1.8088, -1.1228, -0.9726], [-0.2884, -1.5074, -0.7067], [-2.7063, -2.4554, -0.4626], [-2.2231, -3.8091, -0.6357], [-3.8568, -2.2847, 0.3995], [-1.8772, -1.4176, -2.6899], [-3.2166, -1.3581, -3.2550], [-0.9332, -0.6769, -3.5131], [-2.9652, 2.4016, -0.8716], [-4.0349, 2.5845, 0.0944], [-3.2999, 2.7259, -2.2508], [-0.7365, 5.4268, 1.4567], [-1.8898, 4.0999, 1.6694], [-2.2637, 5.4473, 0.5681], [0.3422, 5.5707, -0.9672], [-1.2829, 5.4667, -1.6518], [-0.0687, 4.2405, -2.0722], [-1.2951, -3.7823, -1.2040], [-2.9548, -4.4215, -1.1726], [-2.0311, -4.2928, 0.3288], [-4.0739, -1.2210, 0.5076], [-3.6883, -2.7069, 1.3987], [-4.7388, -2.7777, -0.0236], [-3.9184, -1.8574, -2.5877], [-3.2273, -1.8794, -4.2155], [-3.5593, -0.3273, -3.4287], [0.0381, -0.6413, -3.0276], [-1.2664, 0.3490, -3.7279], [-0.7910, -1.1911, -4.4665], [-3.6669, 2.3458, 1.0911], [-4.8574, 1.9048, -0.1425], [-4.4315, 3.6060, 0.0907], [-2.4225, 2.5804, -2.8790], [-3.6512, 3.7583, -2.3612], [-4.0903, 2.0577, -2.6017], [-0.7666, -0.4861, 2.4490], [-0.0950, -2.1573, 3.5908], [0.6904, -2.0780, 4.7338], [1.0126, -3.2297, 5.4392], [0.5546, -4.4666, 5.0115], [-0.2207, -4.5530, 3.8620], [-0.5421, -3.4043, 3.1591], [1.0463, -1.1173, 5.0873], [1.6156, -3.1616, 6.3357], [0.8038, -5.3569, 5.5731], [-0.5827, -5.5162, 3.5262], [-1.1459, -3.4683, 2.2598], [5.2217, -2.1871, -6.0966], [3.9958, -2.9503, -6.1610], [3.7357, -3.9702, -7.0636], [2.4749, -4.3858, -6.8558], [1.9695, -3.6067, -5.8303], [2.8979, -2.7214, -5.3937], [2.7238, -1.5948, -4.1747], [5.5747, -1.9800, -7.1050], [5.9947, -2.7276, -5.5501], [5.0137, -1.2524, -5.5833], [4.4831, -4.3137, -7.7563], [1.8917, -5.1386, -7.3534], [1.0552, -3.6760, -5.4212], [-0.2095, 1.0356, 6.7267], [-0.9207, 1.6900, 5.1089], [-2.7016, 1.1119, 4.9051], [-0.8368, 3.5750, 5.0376], [0.1420, 1.0572, 3.6468], [-0.6633, 1.5603, 7.5699], [0.8715, 1.1768, 6.7894], [-0.4195, -0.0292, 6.8463], [-3.3555, 1.5210, 5.6776], [-2.7556, 0.0228, 4.9576], [-3.0914, 1.4134, 3.9300], [-1.4843, 4.0213, 5.7955], [-1.1691, 3.9387, 4.0629], [0.1740, 3.9526, 5.2062], [1.1264, 0.7075, 3.9607], [0.2746, 1.8683, 2.9311]], "e_tot_ha": -3421.52211, "charge": 1, "e_above_lowest_kj_mol": 128.4, "e_homo_ev": -9.613}


{"formula": "C26H59NO15S", "method": "ωB97M-V/def2-TZVPD", "elements": ["C", "C", "O", "C", "C", "O", "C", "C", "N", "C", "C", "O", "S", "O", "O", "O", "H", "H", "H", "H", "H", "H", "H", "H", "H", "H", "H", "H", "H", "H", "H", "H", "H", "C", "O", "C", "C", "O", "C", "C", "O", "C", "H", "H", "H", "H", "H", "H", "H", "H", "H", "H", "H", "H", "H", "H", "C", "O", "C", "C", "O", "C", "C", "O", "C", "H", "H", "H", "H", "H", "H", "H", "H", "H", "H", "H", "H", "H", "H", "C", "O", "C", "C", "O", "C", "C", "O", "C", "H", "H", "H", "H", "H", "H", "H", "H", "H", "H", "H", "H", "H", "H"], "xyz": [[-5.0177, 0.2046, 3.2950], [-3.9359, -0.5916, 2.5539], [-3.4201, 0.1296, 1.4439], [-2.1473, 0.6922, 1.6827], [-1.0170, -0.3159, 1.6905], [-0.5022, -0.6366, 0.3959], [-1.3214, -1.3063, -0.5007], [-2.2256, -0.4181, -1.4163], [-2.0470, -0.6310, -2.8473], [-3.0379, 0.1824, -3.5695], [-2.0792, -2.5267, 0.0338], [-1.9230, -3.5911, -0.9133], [-0.4962, -3.4677, -1.6132], [0.5221, -4.0823, -0.8608], [-0.6894, -3.8114, -2.9556], [-0.3401, -1.9191, -1.3937], [-4.6912, 0.3920, 4.3083], [-5.1785, 1.1444, 2.7911], [-5.9408, -0.3544, 3.3536], [-4.3741, -1.5011, 2.1616], [-3.1683, -0.8799, 3.2639], [-2.1047, 1.2375, 2.6250], [-1.9274, 1.4014, 0.8969], [-1.2695, -1.1950, 2.2706], [-0.1903, 0.1468, 2.2146], [-2.1239, 0.6330, -1.1852], [-3.2550, -0.6744, -1.1603], [-2.3111, -1.5895, -3.0481], [-4.0538, -0.1959, -3.4415], [-2.8178, 0.0912, -4.6242], [-3.0012, 1.2169, -3.2583], [-1.6987, -2.8830, 0.9856], [-3.1411, -2.3841, 0.1192], [-5.0903, 3.6081, 0.5051], [-5.0886, 4.5526, -0.5414], [-3.9829, 4.4510, -1.4227], [-4.3884, 4.5688, -2.8753], [-5.1450, 3.4850, -3.3841], [-6.4768, 3.2969, -2.9382], [-7.4720, 4.3425, -3.3900], [-7.2516, 5.5961, -2.7680], [-7.3224, 6.7061, -3.6359], [-4.5173, 3.9843, 1.3607], [-6.1230, 3.4545, 0.8201], [-4.6799, 2.6437, 0.1879], [-3.4591, 3.4987, -1.2794], [-3.2867, 5.2675, -1.1918], [-3.4645, 4.5589, -3.4593], [-4.8733, 5.5262, -3.0743], [-6.5182, 3.1531, -1.8570], [-6.7880, 2.3517, -3.3910], [-8.4764, 3.9963, -3.1136], [-7.4297, 4.4345, -4.4801], [-6.8589, 6.4934, -4.6045], [-6.7766, 7.5258, -3.1697], [-8.3604, 7.0199, -3.7903], [3.5482, -5.2986, -0.8421], [4.4070, -4.9259, -1.9010], [3.8068, -4.1403, -2.9168], [4.6823, -2.9745, -3.3203], [4.8064, -1.9596, -2.3397], [5.5135, -2.2186, -1.1442], [7.0110, -2.3894, -1.2745], [7.3603, -3.5899, -1.9395], [8.3740, -3.4537, -2.9094], [3.0059, -6.2178, -1.0866], [4.1705, -5.4860, 0.0348], [2.8337, -4.5127, -0.5973], [2.8329, -3.7571, -2.5960], [3.6544, -4.7820, -3.7943], [4.1879, -2.4823, -4.1616], [5.6549, -3.3135, -3.6837], [5.0633, -3.0500, -0.5983], [5.3496, -1.3242, -0.5361], [7.4373, -2.4253, -0.2627], [7.4299, -1.5202, -1.7927], [8.2630, -2.5290, -3.4850], [8.2889, -4.2948, -3.5968], [9.3675, -3.4779, -2.4478], [3.0950, -1.3639, 1.6572], [3.7708, -1.2064, 2.8883], [5.0722, -0.6586, 2.7881], [5.3357, 0.3828, 3.8537], [4.5996, 1.5866, 3.7260], [3.2039, 1.5765, 3.9600], [2.7804, 1.3501, 5.3950], [3.0381, 0.0272, 5.8301], [3.6122, -0.0707, 7.1148], [3.3383, -2.3310, 1.2060], [2.0236, -1.3352, 1.8595], [3.3316, -0.5624, 0.9512], [5.2296, -0.2073, 1.8023], [5.7982, -1.4723, 2.9170], [6.3805, 0.6848, 3.7450], [5.2363, -0.0426, 4.8542], [2.6914, 0.8895, 3.2835], [2.8732, 2.5838, 3.6921], [1.6981, 1.5253, 5.4609], [3.2841, 2.0784, 6.0390], [4.3601, 0.7102, 7.2850], [4.1085, -1.0382, 7.1823], [2.8448, -0.0157, 7.8948]], "e_tot_ha": -2607.31164, "smiles": "CCOCCO[C@]1(CNC)COS(=O)(=O)O1.COCCOCCOC.COCCOCCOC.COCCOCCOC", "e_homo_ev": -8.712}